Record 1
A structure of composition C11H10ClNOSn in a non-equilibrium geometry, computed with ωB97M-V/def2-TZVPD.

ORCA input file:
```
! RIJCOSX wB97M-V def2-TZVPD def2/J DEFGRID3
* xyz 0 1
C 0.425 -1.906 1.936
C 1.354 -0.798 1.960
C 2.122 -0.838 0.782
H 1.428 -0.025 2.721
C 1.632 -1.900 -0.052
C 0.565 -2.549 0.643
H -0.046 -3.343 0.239
H -0.088 -2.321 2.783
H 2.930 -0.174 0.516
H 2.015 -2.160 -1.009
Sn -1.772 -0.492 1.255
Cl -2.984 0.672 3.044
C -0.868 2.059 -1.452
C 0.138 1.598 -2.359
C 1.430 1.857 -1.784
H -0.078 1.015 -3.249
C 1.224 2.493 -0.523
C -0.181 2.590 -0.283
H -0.660 2.856 0.638
H -1.922 1.958 -1.558
H 2.363 1.565 -2.198
H 1.980 2.754 0.210
O -4.829 -1.909 -0.830
C -3.672 -1.648 -0.780
N -2.505 -1.355 -0.652
*
```

* orbital gap (alpha / beta): 0.211 / 0.224 Ha

=====

Record 2
An isolated molecule of C17H20FN3O4S in a non-equilibrium geometry, computed with ωB97M-V/def2-TZVPD.

ORCA input file:
```
! RIJCOSX wB97M-V def2-TZVPD def2/J DEFGRID3
* xyz 0 1
C 2.733 -0.480 3.220
C 1.368 0.027 3.797
C 1.151 1.487 3.379
C -0.176 2.138 3.833
F -1.121 1.145 3.753
C -0.291 3.223 2.769
O -1.121 4.134 2.685
N 0.248 2.828 1.585
C 1.091 1.601 1.737
C 0.517 0.397 0.905
O -0.984 0.253 1.045
C -1.679 0.260 -0.157
C -2.684 1.155 -0.366
C -3.245 2.154 0.527
S -3.434 0.788 -1.860
C -2.153 -0.306 -2.495
C -1.980 -1.021 -3.679
C -0.802 -1.731 -3.889
C -0.419 -2.221 -5.198
N 0.842 -2.160 -5.807
O -1.281 -2.664 -5.984
C 0.124 -1.739 -2.831
O 1.274 -2.435 -2.855
C 1.752 -3.288 -1.736
N -0.002 -1.064 -1.645
C -1.222 -0.463 -1.420
H 3.619 -0.081 3.751
H 2.826 -1.573 3.234
H 2.899 -0.309 2.168
H 1.114 0.029 4.854
H 0.512 -0.623 3.330
H 1.892 2.177 3.891
H -0.215 2.633 4.725
H -0.249 2.997 0.700
H 2.130 1.687 1.476
H 1.015 -0.563 1.091
H 0.705 0.610 -0.159
H -2.955 2.067 1.532
H -4.306 2.143 0.618
H -2.999 3.144 0.271
H -2.727 -1.034 -4.498
H 1.736 -2.129 -5.260
H 0.874 -2.649 -6.686
H 2.421 -2.770 -1.062
H 0.876 -3.598 -1.185
H 2.328 -4.176 -2.103
*
```

* orbital gap: 0.302 Ha
* energy above the lowest of the compared OMol25 structures with the same formula, charge and spin: 57.9 kcal per mole

=====

- Number 1 is which compound?
  C11H10ClNOSn

=====

Copy entry 1 word for word.
A structure of composition C11H10ClNOSn in a non-equilibrium geometry, computed with ωB97M-V/def2-TZVPD.

ORCA input file:
```
! RIJCOSX wB97M-V def2-TZVPD def2/J DEFGRID3
* xyz 0 1
C 0.425 -1.906 1.936
C 1.354 -0.798 1.960
C 2.122 -0.838 0.782
H 1.428 -0.025 2.721
C 1.632 -1.900 -0.052
C 0.565 -2.549 0.643
H -0.046 -3.343 0.239
H -0.088 -2.321 2.783
H 2.930 -0.174 0.516
H 2.015 -2.160 -1.009
Sn -1.772 -0.492 1.255
Cl -2.984 0.672 3.044
C -0.868 2.059 -1.452
C 0.138 1.598 -2.359
C 1.430 1.857 -1.784
H -0.078 1.015 -3.249
C 1.224 2.493 -0.523
C -0.181 2.590 -0.283
H -0.660 2.856 0.638
H -1.922 1.958 -1.558
H 2.363 1.565 -2.198
H 1.980 2.754 0.210
O -4.829 -1.909 -0.830
C -3.672 -1.648 -0.780
N -2.505 -1.355 -0.652
*
```

* orbital gap (alpha / beta): 0.211 / 0.224 Ha